58
Properties=species:S:1:pos:R:3:forces:R:3:mulliken_spin:R:1 method="wB97M-V/def2-TZVPD" e_homo_ev="-12.61 / -12.61" multiplicity=5 charge=+2 gap_ev="7.1 / 3.8"
Os 0.008287 0.105159 -0.187286 0.34 -0.30 -0.02 2.904
O -1.179408 1.357671 0.770897 -0.20 0.10 0.00 0.334
C -1.154732 2.204447 1.747773 0.07 -0.08 -0.02 0.137
C -2.385143 2.819575 2.104712 0.05 -0.04 -0.02 0.074
C -2.427904 3.737779 3.111414 0.08 0.06 0.08 -0.043
C -1.243784 4.076654 3.795000 -0.09 0.00 -0.03 0.192
C -0.037880 3.484964 3.463165 0.02 0.00 0.02 -0.065
C 0.050794 2.536796 2.449281 -0.04 0.00 -0.01 0.097
C 1.321366 1.925802 2.103636 0.03 -0.01 0.00 -0.023
N 1.555643 1.018793 1.152213 0.08 -0.12 -0.02 0.154
C 2.897942 0.726838 1.165177 -0.06 0.06 0.00 -0.003
C 3.489863 1.469607 2.141148 0.00 -0.02 -0.02 0.052
N 2.493109 2.207638 2.712813 0.02 0.03 0.05 0.032
H -3.270933 2.524163 1.558160 0.01 0.00 -0.01 -0.002
H -3.364391 4.203098 3.386311 0.02 0.01 0.01 0.001
H -1.274254 4.808563 4.590565 0.00 -0.01 0.00 0.002
H 0.843502 3.780592 4.015892 -0.02 0.01 0.01 0.003
H 3.341274 0.031539 0.472698 -0.01 -0.01 0.00 0.019
H 4.514002 1.529814 2.465503 -0.01 0.01 0.01 0.003
H 2.626122 2.854202 3.473919 0.00 0.00 -0.01 0.000
N 1.335261 -4.912060 -6.402328 -0.01 0.06 0.09 0.004
C 1.616178 -4.211915 -5.278488 -0.04 -0.11 -0.18 0.004
C 1.748316 -2.811010 -5.325223 0.01 0.10 -0.02 0.000
C 2.041935 -2.100136 -4.188700 0.02 -0.05 -0.03 0.004
C 2.209744 -2.776978 -2.978350 -0.09 -0.09 -0.03 -0.002
C 2.075655 -4.167736 -2.908742 0.03 0.02 -0.07 0.002
C 1.781485 -4.873615 -4.048211 0.01 -0.06 0.08 0.000
S 2.555466 -1.910829 -1.546985 -0.08 0.19 0.15 -0.008
O 3.100682 -0.613238 -1.841455 -0.08 -0.01 -0.07 0.003
O 3.197557 -2.732060 -0.575471 0.04 -0.03 0.07 0.005
N 1.022472 -1.520321 -0.851597 0.00 0.07 0.21 0.118
C 0.461380 -2.397516 0.062382 0.04 0.06 -0.28 -0.035
N -0.378187 -1.657182 0.827331 0.07 0.13 0.18 -0.019
C -0.971590 -2.232867 1.886415 -0.19 0.16 -0.19 0.023
C -0.759821 -3.563286 2.126495 0.05 -0.15 -0.04 0.008
C 0.036525 -4.262256 1.209620 -0.02 0.01 0.00 0.028
N 0.651517 -3.691699 0.176877 0.00 -0.03 0.11 0.004
H 1.274352 -4.456879 -7.295208 0.01 -0.01 0.02 0.000
H 1.297861 -5.915464 -6.390070 0.01 0.02 0.00 0.000
H 1.637327 -2.298570 -6.272313 0.00 0.00 0.01 0.000
H 2.176961 -1.027560 -4.237835 -0.02 -0.01 0.01 0.000
H 2.220998 -4.676142 -1.965326 -0.01 0.01 -0.01 0.000
H 1.691406 -5.951728 -4.008695 0.01 0.01 0.01 0.000
H -1.627207 -1.619644 2.489819 0.04 0.03 0.01 0.001
H -1.222029 -4.057313 2.967062 0.01 -0.03 -0.02 0.001
H 0.175732 -5.332384 1.309333 0.00 0.00 0.02 0.000
N -1.636052 4.442812 -2.978379 0.10 -0.01 0.01 -0.003
C -0.663182 3.529529 -2.789896 -0.13 0.16 -0.14 -0.011
C -0.788775 2.501497 -1.844999 0.01 -0.23 -0.01 0.000
N 0.189662 1.602341 -1.683289 -0.11 0.04 -0.01 -0.009
C 1.292211 1.699602 -2.442381 0.01 0.09 0.05 0.010
C 1.386065 2.736697 -3.358446 0.00 0.06 -0.09 -0.009
N 0.437902 3.637723 -3.540255 0.06 -0.08 0.06 0.019
H -2.503393 4.421897 -2.475970 -0.01 -0.02 -0.01 0.000
H -1.499622 5.146816 -3.684621 -0.01 -0.01 0.00 0.000
H -1.684738 2.385529 -1.255315 0.00 0.04 0.05 -0.013
H 2.078250 0.975449 -2.301846 -0.03 -0.03 0.00 0.006
H 2.273537 2.826782 -3.972985 0.00 0.01 0.01 0.000